1.
DFT (ωB97M-V/def2-TZVPD) results for C62H47AuN2P3S3Si as an isolated structure.

```
119
C62H47AuN2P3S3Si ωB97M-V/def2-TZVPD
Au 0.14060 0.38180 -0.28426
S 0.98188 -0.05746 -4.91324
S -0.20689 -1.52718 -7.23946
S 0.49245 1.57540 -2.41250
P -1.27820 2.15781 0.55146
P 2.49112 0.17303 0.18455
P -1.30652 -1.68921 -0.44491
Si 0.03870 -0.25441 1.99809
N -1.48895 -0.28421 -5.18915
N -1.35246 0.39842 -4.00109
C -3.56954 -1.68419 1.22737
C -3.22484 -0.19168 -6.90587
C -5.01446 -1.37714 -5.13318
C -0.36164 -0.66107 -5.84679
C 4.59854 2.27206 -2.58985
C 2.57767 -2.51990 -0.44780
C 4.10549 1.03073 3.86086
C -2.11691 1.57637 2.05793
C 1.62994 0.30661 2.79747
C 4.58269 -3.81892 -0.66825
C 4.58648 3.55751 -2.06734
C -4.53368 -0.43842 -7.29249
C 3.19934 -3.73769 -0.68316
C 3.97006 3.80814 -0.84931
C -1.24603 -4.36644 -4.16116
C 3.37253 2.77466 -0.14519
C -1.48914 0.52967 2.74258
C -2.90009 2.17075 -1.70164
C -2.05687 0.06362 3.92868
C -3.86009 1.63799 3.70899
C 1.51747 5.60596 1.71065
C -3.08816 4.10000 -0.26797
C 1.12403 4.69302 2.67937
C -3.30443 2.12187 2.53373
C 3.97995 0.81371 2.49755
C 1.03379 5.49451 0.41350
C -0.27214 -2.63629 -2.81269
C -0.22575 -3.45311 -3.93214
C 3.40204 1.48020 -0.65886
C -2.51249 2.86066 -0.55955
C 3.33419 -1.38001 -0.20038
C 0.24129 3.67186 2.35623
C 2.74345 0.45863 1.96748
C -3.87672 2.69637 -2.53448
C -0.09422 -2.12181 1.99939
C 3.00230 0.89379 4.69465
C -0.70113 -2.75834 0.90807
C -3.70743 -1.13872 -4.74071
C 0.16221 4.47004 0.08058
C 0.40791 -2.89883 3.04152
C -4.87526 -1.33177 1.54007
C -3.85187 -0.74043 -0.96799
C -2.35506 -3.65622 -2.14802
C 0.31195 -4.28368 3.00021
C 5.34558 -2.68354 -0.41964
C 4.72733 -1.46714 -0.18592
C -2.30541 -4.47078 -3.26900
C 1.77160 0.53265 4.16658
C -3.23237 0.61888 4.41237
C -2.82492 -0.54697 -5.62825
C -5.66755 -0.68559 0.60289
C -3.04758 -1.38499 -0.02844
C -1.33486 -2.73386 -1.91711
C -5.15576 -0.39434 -0.65516
C -4.46103 3.91639 -2.23136
C -0.80034 -4.14423 0.87039
C 4.00181 1.23445 -1.89171
C -4.06396 4.62150 -1.10061
C -0.29059 -4.90368 1.91592
C -0.11036 0.60066 -3.72908
C -5.42929 -1.02735 -6.41105
C -0.24521 3.55997 1.05584
H 2.59984 -4.61677 -0.88124
H -3.80783 2.90573 1.98391
H -3.67124 0.24337 5.32770
H -2.52064 0.26358 -7.58705
H 2.88115 2.98254 0.79975
H 1.49800 -2.45994 -0.45540
H 5.07169 -4.76586 -0.85498
H -3.19424 -3.72364 -1.46513
H -5.70602 -1.84474 -4.44355
H -2.75799 4.66788 0.59426
H -4.16020 2.15706 -3.42950
H -5.27330 -1.56878 2.51826
H 0.91423 0.44341 4.82546
H -1.25483 -4.63652 0.02028
H 0.50828 -1.90175 -2.64647
H 5.06562 2.07679 -3.54592
H 6.42559 -2.74645 -0.41312
H 1.49461 4.78073 3.69242
H 3.10303 1.07597 5.75664
H 4.00022 0.23607 -2.31110
H 4.83743 0.94714 1.84939
H 2.19607 6.40860 1.96873
H -3.45593 -0.50171 -1.94825
H 5.32984 -0.58520 -0.00744
H -2.96333 -2.19410 1.96496
H -5.76869 0.10904 -1.39169
H 5.05284 4.36669 -2.61371
H -4.85363 -0.16521 -8.28903
H -4.78980 2.05433 4.07404
H 0.72140 -4.87833 3.80626
H -5.21749 4.33099 -2.88495
H 0.90421 -2.42588 3.88233
H -4.50684 5.58243 -0.87502
H -6.44834 -1.21642 -6.72135
H -1.59938 -0.76124 4.46577
H 3.95264 4.81110 -0.44368
H 1.33603 6.20587 -0.34401
H -3.10412 -5.17670 -3.45560
H -1.22183 -4.98562 -5.04806
H -2.41288 1.24412 -1.96727
H -0.07209 2.97221 3.12173
H -3.35490 -1.42274 -3.76063
H -6.68521 -0.41241 0.84951
H -0.35696 -5.98304 1.87708
H 5.06316 1.31888 4.27384
H -0.20259 4.37784 -0.93610
H 0.58626 -3.35746 -4.64108
```

## Properties
- total energy (a.u.) = -5144.1166
- Kohn-Sham gap (eV) = 6.694
- total charge = +1
- energy relative to the best compared isomer or geometry (same formula, charge and spin) (eV) = 0.145



2.
DFT (ωB97M-V/def2-TZVPD) results for one molecule with the formula C25H27ClN2O6.

```
61
C25H27ClN2O6 ωB97M-V/def2-TZVPD
Cl 5.76882 1.28714 -0.89208
O 2.60999 2.29831 2.55172
O -5.41585 1.83435 -1.26006
O -2.82447 -3.49629 0.42724
O 0.93858 0.74538 -1.72909
O 2.35741 -4.40055 0.28901
O -0.20659 -5.00877 0.55028
N -1.41538 -1.84801 -0.28578
N -3.72814 0.90947 0.87815
C 4.72616 -0.07895 -0.69912
C 1.45134 1.86909 -2.40587
C 1.93220 1.44269 1.74751
C 2.96768 -2.18142 -0.36377
C 0.59331 -0.48776 0.24162
C 1.11627 0.65084 -0.37924
C 3.76097 -1.75721 0.69724
C -5.64201 0.56285 -0.68691
C 4.62963 -0.69491 0.53823
C -2.41672 -0.82999 -0.45870
C 1.93943 -3.21569 -0.12675
C -3.46832 2.14034 0.16142
C 3.10200 -1.57606 -1.60826
C -4.04150 2.14872 -1.26412
C -0.40073 -3.85524 0.18322
C -2.71193 -0.10291 0.87825
C 3.29385 3.38406 1.97058
C -1.71539 -3.09737 0.14494
C 1.78847 1.60613 0.37447
C 1.35984 0.33553 2.37383
C -5.11293 0.49973 0.75306
C 0.61439 -2.92792 -0.25006
C 3.99250 -0.53448 -1.78346
C -0.01583 -1.60263 -0.57863
C 0.70779 -0.61316 1.61921
H -6.72315 0.41493 -0.70136
H -3.50155 1.43340 -1.90404
H 4.10872 -0.07041 -2.75040
H -1.78492 0.36189 1.22915
H 1.56072 -4.96476 0.48356
H -5.16798 -0.21066 -1.30982
H -3.00598 -0.86495 1.60533
H -5.70984 1.18938 1.36288
H 2.20934 2.47012 -0.10997
H -5.22811 -0.50936 1.14821
H 0.97814 2.79455 -2.06288
H -3.96197 3.14616 -1.70144
H 2.51301 -1.92398 -2.44220
H 4.02787 3.04627 1.23219
H -3.32721 -1.32506 -0.80797
H 3.81011 3.87855 2.79159
H 0.08961 -1.34446 -1.64057
H 1.20987 1.71223 -3.45601
H -3.95193 2.95075 0.72129
H 1.45694 0.23614 3.44187
H 2.60283 4.09282 1.50319
H 2.53615 1.94748 -2.29125
H 0.28214 -1.48102 2.10060
H 5.22110 -0.34217 1.36816
H 3.67295 -2.24299 1.65609
H -2.05854 -0.12455 -1.21147
H -2.39311 2.32437 0.13714
```

## Properties
- total energy (a.u.) = -1989.9840
- structure (SMILES) = COc1ccc([C@H]2/C(=C(/O)c3ccc(Cl)cc3)C(=O)C(=O)N2CCN2CCOCC2)c(OC)c1
- Kohn-Sham gap (eV) = 7.626
- total charge = 0



3.
DFT (ωB97M-V/def2-TZVPD) results for a 10-piece molecular cluster, C60H135N5O10 overall at a distorted geometry.

```
210
C60H135N5O10 ωB97M-V/def2-TZVPD
O 15.01103 20.03828 14.49996
O 24.55445 18.34608 15.75074
O 19.46630 21.59275 18.54103
O 13.22137 10.21733 10.57059
O 16.52163 18.11147 12.88904
O 14.77244 17.17857 10.98222
O 12.88797 18.37776 13.64949
O 17.40536 16.83091 17.52161
O 20.17255 15.04463 12.93169
O 20.04831 22.32818 8.13518
N 14.29979 10.59710 11.46126
N 17.35466 15.86946 18.58448
N 24.91680 17.79009 14.44354
N 19.68061 21.58980 9.34122
N 21.08491 14.15798 12.24548
C 19.02194 19.03892 10.63480
C 21.87627 11.81019 12.26785
C 14.69654 21.22020 13.75078
C 26.72148 16.45411 15.36454
C 21.10070 12.92478 13.07326
C 18.30178 13.32606 19.63453
C 17.53356 17.06573 13.12719
C 13.58056 8.78106 12.94276
C 17.96550 20.14566 10.33959
C 16.85831 13.55128 19.15304
C 24.33102 15.68892 15.73362
C 18.85231 14.68252 20.10564
C 25.28935 16.33310 14.73267
C 15.48824 12.07924 13.55912
C 14.79540 11.89109 11.08983
C 21.33964 11.61296 10.84645
C 25.35213 15.63316 13.38203
C 14.63409 22.39172 14.71779
C 21.42140 12.98925 10.14440
C 10.87200 17.38739 14.41427
C 19.02166 17.18712 19.81599
C 20.66598 14.14804 10.84807
C 16.86380 15.73619 13.36977
C 15.23065 15.01407 17.77214
C 20.99426 15.50880 10.15968
C 18.43231 17.59979 14.24793
C 12.38864 17.23516 14.27480
C 17.25607 14.21218 16.71090
C 15.89376 12.29413 12.10304
C 12.55258 11.04128 13.39459
C 23.75791 19.61141 13.32756
C 18.02783 20.34880 7.77246
C 14.88186 17.28905 9.54121
C 21.04409 19.77949 8.25400
C 15.03437 10.64406 13.76205
C 20.33596 19.78359 10.71610
C 23.96564 17.37087 12.28886
C 13.87088 10.30546 12.86443
C 17.35761 22.30298 9.19344
C 23.67764 18.09965 13.57398
C 19.87151 15.58025 17.95596
C 13.77818 13.10643 10.92346
C 15.82664 21.37730 12.74710
C 19.14485 13.93418 10.65969
C 20.88936 20.68735 16.86827
C 15.96502 16.39226 9.20889
C 22.04485 21.32773 9.78414
C 18.45601 20.43233 16.63948
C 21.83291 13.22489 14.37570
C 18.29732 21.02889 9.15161
C 15.41492 11.70101 9.67692
C 13.52062 16.89259 8.94029
C 16.71896 14.64442 18.03123
C 19.70687 12.40825 13.38789
C 13.14099 17.01757 15.59621
C 24.13686 15.87918 12.52629
C 19.57642 21.35977 17.14759
C 18.75206 15.78336 19.06689
C 22.37073 17.69020 14.25390
C 20.75970 20.61989 9.53500
H 19.84623 14.56245 17.51618
H 16.01881 16.32008 8.10065
H 16.27136 15.40276 12.48301
H 21.53221 14.10378 14.93828
H 19.02226 18.27202 9.82080
H 12.48144 12.07898 13.15841
H 15.10372 15.70498 16.91479
H 19.44682 22.36506 16.61007
H 26.26988 15.93768 12.86812
H 17.67766 17.82485 14.98004
H 13.53933 9.41051 10.15686
H 15.97796 10.74341 9.71649
H 17.52486 23.07409 10.00092
H 17.61531 14.99654 13.65194
H 14.46738 8.24573 12.72692
H 17.49409 20.96434 16.84160
H 18.95635 12.87926 10.33211
H 13.27282 15.88341 9.27670
H 18.58214 14.09639 11.56922
H 18.90188 18.53678 11.59656
H 10.58232 16.47258 14.87186
H 22.08846 16.62208 14.13391
H 15.82823 22.35097 12.28086
H 26.93423 15.36564 15.54802
H 12.75268 17.62706 9.16627
H 12.99285 12.96766 10.19426
H 14.69342 10.51997 14.81121
H 13.10463 17.91862 16.18566
H 16.80120 11.72757 11.94605
H 19.90628 14.67499 20.28657
H 23.17618 15.47189 12.99555
H 18.34086 14.91816 21.03784
H 16.04593 13.41631 11.91775
H 23.06223 17.46610 11.65789
H 16.84865 16.82164 9.59280
H 10.35195 17.49010 13.47057
H 18.30961 12.61701 20.45170
H 20.27338 11.25268 10.80630
H 21.01262 12.91738 9.16453
H 25.31092 18.91775 16.00860
H 17.20736 15.13936 16.11233
H 16.43023 12.70778 18.67886
H 24.37765 14.61029 15.53425
H 13.23158 8.54921 13.96033
H 19.08196 12.09366 12.54151
H 18.14050 17.40387 20.38481
H 18.80901 20.64534 7.13072
H 21.60921 18.27154 13.77295
H 21.79514 10.82696 10.31810
H 20.48751 23.12819 8.48601
H 21.91190 19.15669 8.37661
H 21.91993 10.87804 12.85039
H 14.40038 13.93560 10.53947
H 16.90102 17.58635 17.83545
H 19.22209 17.94867 19.07429
H 27.42755 16.81462 14.61901
H 22.36589 17.99064 15.29820
H 10.75771 18.21114 15.09794
H 20.92092 19.76074 17.44331
H 20.29748 16.26955 10.65346
H 26.71083 16.94582 16.37291
H 12.58141 16.30050 13.74036
H 25.48176 14.56552 13.66200
H 22.93740 12.13216 12.14390
H 24.75580 19.86656 12.98716
H 18.71763 20.33504 15.57616
H 18.65870 14.57565 9.92532
H 15.95153 17.75846 12.11899
H 24.86449 17.74156 11.78094
H 13.70190 20.97384 13.31236
H 17.02848 20.58550 7.47183
H 19.16319 13.28019 13.77156
H 18.19432 16.95200 12.27786
H 21.68627 21.38440 17.09320
H 17.40038 22.82920 8.24112
H 14.63192 11.71076 8.87305
H 15.92407 15.37188 9.61766
H 14.14124 17.83032 11.31269
H 23.29820 15.88003 15.51631
H 12.65743 11.01343 14.51524
H 20.28768 20.46729 11.59921
H 20.66418 15.86554 13.10286
H 15.82078 20.58000 12.01326
H 22.33396 21.84232 8.85277
H 11.67614 10.41647 13.04406
H 15.57656 19.47367 13.91282
H 21.97460 22.12061 10.54536
H 14.78117 15.48978 18.64242
H 24.21490 15.30254 11.62412
H 19.03607 18.44692 13.95027
H 21.68368 12.40589 15.03825
H 20.83422 15.80969 18.39820
H 14.10343 22.13847 15.63745
H 16.16878 12.45835 9.45457
H 19.91760 17.14097 20.43520
H 16.29698 13.86953 20.03038
H 19.78518 16.36569 17.22798
H 23.13086 19.82345 12.50030
H 14.67861 14.06833 17.52658
H 14.65877 12.75776 13.78587
H 21.01030 20.34458 15.85797
H 17.97493 19.21050 7.85335
H 18.94901 12.87354 18.89064
H 21.26541 19.21387 10.86732
H 22.78728 20.59153 10.02846
H 19.81320 11.70060 14.16460
H 13.54319 16.95376 7.84974
H 13.25444 13.40394 11.83887
H 17.91400 20.66238 11.27081
H 16.96478 19.82946 10.10725
H 16.21020 15.84195 14.20423
H 14.16920 16.76614 15.37973
H 12.72919 16.16466 16.08889
H 21.10079 20.40442 7.30025
H 15.23562 18.34730 9.25245
H 16.33255 21.92903 9.30711
H 16.67985 21.27846 13.36519
H 20.22164 19.15101 8.04408
H 18.23450 13.78680 16.74933
H 12.80984 8.50008 12.28047
H 18.57294 19.45758 17.14036
H 18.76220 22.27002 18.58844
H 13.85342 18.52281 13.78908
H 22.05780 15.73239 10.21854
H 20.72852 15.42609 9.12531
H 22.50876 13.15974 10.07137
H 15.85532 9.97604 13.58481
H 15.64066 22.81746 14.98216
H 19.06871 16.88580 14.66142
H 16.66063 13.41237 16.25865
H 24.66134 15.89351 16.75937
H 14.09899 23.28929 14.35713
H 16.34965 12.30926 14.20472
H 23.38112 20.25395 14.16390
H 22.95392 13.32560 14.34211
```

## Properties
- total energy (a.u.) = -3392.9790
- structure (SMILES) = CC1(C)CCCC(C)(C)N1O.CC1(C)CCCC(C)(C)N1O.CC1(C)CCCC(C)(C)N1O.CC1(C)CCCC(C)(C)N1O.CC1(C)CCCC(C)(C)N1O.CC(C)O.CC(C)O.CC(C)O.CC(C)O.CC(C)O
- Kohn-Sham gap (eV) = 9.174
- total charge = 0
- energy relative to the best compared isomer or geometry (same formula, charge and spin) (eV) = 6.671



4.
DFT (ωB97M-V/def2-TZVPD) results for C2H2FHgO as an isolated structure at a distorted geometry.

```
7
C2H2FHgO ωB97M-V/def2-TZVPD
Hg 0.48931 2.31084 1.44426
F 2.18926 1.38133 2.01865
O -0.29118 1.10136 -0.41173
C -0.58292 -1.26340 -0.71774
C -0.12443 -0.01068 -0.97755
H -0.23696 -2.11186 -1.30993
H -1.44308 -1.40758 -0.04596
```

## Properties
- total energy (a.u.) = -405.8601
- Kohn-Sham gap (spin up / spin down) (eV) = 6.406 / 5.576
- multiplicity = 3
- total charge = -1



5.
DFT (ωB97M-V/def2-TZVPD) results for C24H28ClF9N2O3Sc as an isolated structure at a distorted geometry.

```
68
C24H28ClF9N2O3Sc ωB97M-V/def2-TZVPD
Sc 0.66291 0.25546 -0.53422
Cl 2.30468 0.79574 -2.28257
F 3.03099 -3.15332 1.85203
F 4.36612 -1.63558 -1.73634
F 1.11169 -3.80763 1.05162
F 2.96716 -4.79088 0.41082
F 1.39020 -4.39512 -1.59914
F 4.86960 -2.99669 -0.09165
F 3.47425 -4.02067 -2.12789
F 1.90438 -2.62050 -2.77224
F 4.16722 -0.96270 0.31972
O -2.16618 -0.73241 -3.60256
O 1.55942 -1.50739 -0.25409
O 1.20250 2.62700 3.14603
N -1.07641 -0.64032 -1.64641
N 1.22362 1.03702 1.57106
C -1.53612 3.51486 0.73429
C 1.18104 2.30705 1.86390
C -1.58757 4.36214 1.97642
C -0.32117 1.93986 -0.69295
C -0.32302 2.93698 0.27962
C 2.78948 -0.31508 2.90755
C 0.33129 -0.77549 2.97767
C -2.70418 3.25670 -0.00574
C -1.44869 -0.01056 -2.76119
C -3.13865 -1.56555 -0.69167
C 3.99388 -2.03203 -0.50013
C 2.32340 -3.40343 -1.74678
C -1.90543 -1.84791 -1.54053
C -3.86815 2.37944 -2.06373
C -2.62429 2.55414 -1.23312
C -2.29099 -2.06650 -2.99936
C -1.20490 1.43711 -3.00008
C 2.47762 -2.50712 -0.43852
C 1.39354 0.28980 2.84201
C 1.28476 1.37973 3.90050
C -1.37775 2.00979 -1.60295
C 0.97584 3.39283 0.86553
C -1.12598 -2.99392 -0.97221
C 2.41616 -3.58537 0.71206
H -1.24015 3.80172 2.85802
H 3.53635 0.46868 2.74745
H -3.62993 3.66854 0.30143
H -0.17538 1.55457 -3.35482
H -1.90808 1.81285 -3.74648
H -3.72004 2.73796 -3.08833
H -4.67382 2.94206 -1.60807
H 2.89312 -1.07339 2.14150
H 0.37752 1.30851 4.51594
H -0.23189 -3.14140 -1.56958
H -0.66568 -0.32588 2.85806
H 1.51433 1.61725 -1.51194
H -4.17429 1.32034 -2.11368
H 0.39230 -1.22706 3.97743
H -2.60825 4.68145 2.14687
H -1.73911 -3.90946 -1.00749
H -1.56841 -2.72369 -3.52013
H -2.84785 -1.39630 0.35019
H 2.93507 -0.76195 3.89016
H -0.81756 -2.80716 0.06738
H 0.97241 4.36169 1.35814
H 1.79314 3.33706 0.12826
H 2.16913 1.47210 4.54977
H 0.47096 -1.56253 2.21804
H -3.67565 -0.67447 -1.05826
H -0.95444 5.25450 1.87946
H -3.80637 -2.42794 -0.74388
H -3.31973 -2.41748 -3.18023
```

## Properties
- total energy (a.u.) = -3386.3266
- Kohn-Sham gap (spin up / spin down) (eV) = 3.404 / 3.403
- total charge = -1
- energy relative to the best compared isomer or geometry (same formula, charge and spin) (eV) = 3.620



Look up the total charge of the second one. 0